Molecular formula: C3H3NO2S
Method: DFT, ωB97M-V with the def2-TZVPD basis set

Each line ends with the Löwdin charge.
Positions of all 10 atoms, in Å:
C  -0.83  0.79  0.21  -0.06
C  0.42  1.15  -0.09  -0.16
C  -1.10  -0.63  0.06  -0.44
N  0.31  -1.27  -0.21  -0.17
O  -1.99  -1.38  0.18  0.15
O  2.37  -0.09  0.77  -0.50
S  1.60  -0.21  -0.46  0.90
H  -1.64  1.47  0.20  0.10
H  0.75  2.17  0.18  0.11
H  0.11  -2.00  -0.84  0.06

For the lowest unoccupied orbital energy, the calculation gives -0.63 eV. The value obtained for the maximum force is 4.46 eV/Å. The calculation puts the HOMO energy at -9.91 eV.

Molecular formula: C3H3NO2S2
Method: DFT, ωB97M-V with the def2-TZVPD basis set

Each line ends with the Löwdin charge.
Positions of all 11 atoms, in Å:
C  -1.24  0.02  0.01  -0.67
C  -0.26  -0.88  -0.01  -0.11
C  0.64  1.20  -0.01  -0.58
H  -3.07  -1.38  -0.02  -0.12
H  -0.25  -1.96  0.02  0.12
H  3.03  0.52  0.00  -0.10
N  0.93  -0.14  0.00  -0.40
O  1.40  2.14  0.00  0.09
O  -0.72  1.29  0.00  0.07
S  -2.99  -0.05  0.00  0.85
S  2.54  -0.75  0.00  0.85

For the lowest unoccupied orbital energy, the calculation gives 0.42 eV. The value obtained for the maximum force is 0.47 eV/Å. The calculation puts the HOMO energy at -8.22 eV. As for the SMILES: O=c1oc(S)cn1S.

Molecular formula: C3H3NO2S2
Method: DFT, ωB97M-V with the def2-TZVPD basis set

Each line ends with the Löwdin charge.
Positions of all 11 atoms, in Å:
C  0.41  -1.78  0.64  -0.07
C  0.78  -0.23  2.21  -0.59
C  0.32  0.40  0.88  -0.98
N  0.15  -0.72  -0.01  0.05
O  1.06  0.32  3.24  0.13
O  0.77  -1.51  1.98  0.10
S  -1.31  1.36  1.32  0.72
S  1.47  1.63  0.22  0.81
H  0.26  -2.81  0.49  0.13
H  -0.96  2.40  0.51  -0.15
H  1.28  1.03  -0.89  -0.15

For the lowest unoccupied orbital energy, the calculation gives -0.24 eV. The value obtained for the maximum force is 4.11 eV/Å. The calculation puts the HOMO energy at -9.58 eV. As for the SMILES: O=C1OC=NC1(S)S.

Molecular formula: C3H3NO3
Method: DFT, ωB97M-V with the def2-TZVPD basis set

Each line ends with the Löwdin charge.
Positions of all 10 atoms, in Å:
C  0.31  0.92  -0.52  -0.43
C  1.32  0.35  0.26  0.03
C  -0.46  -1.06  0.25  -0.58
H  -0.80  2.92  -0.45  0.32
H  2.38  0.48  0.74  0.17
H  -1.66  0.23  -1.05  0.20
N  -0.78  0.05  -0.48  0.18
O  0.17  2.18  -0.83  -0.03
O  0.81  -0.93  0.55  0.06
O  -1.16  -1.91  0.81  0.07

For the lowest unoccupied orbital energy, the calculation gives -0.77 eV. The value obtained for the maximum force is 5.97 eV/Å. The calculation puts the HOMO energy at -8.46 eV.

Molecular formula: C3H3NO3
Method: DFT, ωB97M-V with the def2-TZVPD basis set

Each line ends with the Löwdin charge.
Positions of all 10 atoms, in Å:
C  -1.14  -2.01  0.70  -0.02
C  0.49  0.66  -0.71  -0.42
C  1.03  1.95  -0.24  -0.13
H  -2.02  -2.69  0.45  0.10
H  -0.86  -1.82  1.82  0.12
H  1.26  2.46  -1.20  0.14
N  -0.69  -1.25  -0.19  0.01
O  0.25  -0.28  0.33  -0.02
O  0.32  0.67  -1.88  0.15
O  1.35  2.32  0.91  0.08

For the lowest unoccupied orbital energy, the calculation gives -0.72 eV. The value obtained for the maximum force is 4.79 eV/Å. The calculation puts the HOMO energy at -10.64 eV. As for the SMILES: C=NOC(=O)C=O.

Molecular formula: C3H3NO3
Method: DFT, ωB97M-V with the def2-TZVPD basis set

Each line ends with the Löwdin charge.
Positions of all 10 atoms, in Å:
N  -1.16  0.94  -1.06  0.10
C  -0.22  0.33  -0.22  -0.33
O  1.11  0.32  -0.46  0.09
C  1.83  -0.44  0.40  -0.30
O  1.40  -0.93  1.40  0.11
C  -1.16  -0.15  0.60  -0.03
O  -2.19  0.29  -0.26  -0.05
H  -1.15  0.62  -2.03  0.14
H  2.85  -0.53  0.01  0.15
H  -1.31  -0.44  1.63  0.12

For the lowest unoccupied orbital energy, the calculation gives 0.78 eV. The value obtained for the maximum force is 0.57 eV/Å. The calculation puts the HOMO energy at -8.91 eV. As for the SMILES: O=COc1co[nH]1.

Molecular formula: C3H3NO3
Method: DFT, ωB97M-V with the def2-TZVPD basis set

Each line ends with the Löwdin charge.
Positions of all 10 atoms, in Å:
N  -1.14  1.24  -0.72  0.14
C  -0.35  0.39  -0.22  -0.31
O  1.01  0.59  -0.23  0.07
C  1.87  -0.33  0.31  -0.29
O  3.05  -0.16  0.29  0.12
C  -1.41  -0.73  0.27  -0.17
O  -1.35  -1.79  0.82  0.09
H  -0.75  2.07  -1.14  0.08
H  1.34  -1.19  0.75  0.15
H  -2.26  -0.10  -0.12  0.11

For the lowest unoccupied orbital energy, the calculation gives -0.19 eV. The value obtained for the maximum force is 1.62 eV/Å. The calculation puts the HOMO energy at -10.75 eV. As for the SMILES: [H]/N=C(/C=O)OC=O.

Molecular formula: C3H3NO3
Method: DFT, ωB97M-V with the def2-TZVPD basis set

Each line ends with the Löwdin charge.
Positions of all 10 atoms, in Å:
N  -0.80  0.05  -1.89  0.19
C  -0.30  0.05  -0.73  -0.40
O  -0.45  -0.95  0.16  0.06
C  0.13  -0.95  1.44  -0.29
O  1.02  -1.69  1.70  0.14
C  0.53  1.25  -0.34  -0.15
O  0.99  1.40  0.76  0.09
H  -1.33  -0.80  -2.07  0.08
H  -0.43  -0.32  2.14  0.15
H  0.65  1.97  -1.17  0.13

For the lowest unoccupied orbital energy, the calculation gives -0.52 eV. The value obtained for the maximum force is 0.63 eV/Å. The calculation puts the HOMO energy at -11.02 eV. As for the SMILES: [H]/N=C(/C=O)OC=O.

Molecular formula: C3H3NO3
Method: DFT, ωB97M-V with the def2-TZVPD basis set

Each line ends with the Löwdin charge.
Positions of all 10 atoms, in Å:
C  0.33  -0.67  -0.03  -0.21
C  -1.01  -1.10  -0.12  -0.15
C  0.05  0.70  0.02  -0.44
H  2.18  -0.37  0.05  0.16
H  -1.36  -2.17  -0.01  0.15
H  0.39  2.49  0.33  0.26
N  -1.95  -0.26  -0.10  0.11
O  1.61  -1.25  0.00  0.02
O  -1.21  0.97  0.07  0.03
O  0.97  1.66  -0.20  0.07

For the lowest unoccupied orbital energy, the calculation gives 0.10 eV. The value obtained for the maximum force is 6.22 eV/Å. The calculation puts the HOMO energy at -8.70 eV. As for the SMILES: Oc1cnoc1O.

Molecular formula: C3H3NO3S
Method: DFT, ωB97M-V with the def2-TZVPD basis set

Each line ends with the Löwdin charge.
Positions of all 11 atoms, in Å:
C  -0.01  0.41  0.79  -0.67
C  -0.28  -0.91  0.83  0.01
C  -0.09  -1.40  -0.51  -0.41
H  0.02  2.62  1.26  -0.12
H  -0.67  -1.48  1.66  0.12
H  0.51  0.08  -3.05  0.10
N  0.50  -0.29  -1.25  -0.06
O  -0.30  -2.48  -1.03  0.10
O  -0.19  -0.05  -2.42  0.07
O  0.37  0.86  -0.42  -0.03
S  -0.01  1.60  2.08  0.89

For the lowest unoccupied orbital energy, the calculation gives 0.40 eV. The value obtained for the maximum force is 1.20 eV/Å. The calculation puts the HOMO energy at -9.50 eV. As for the SMILES: O=c1cc(S)on1O.

Molecular formula: C3H3NO3S
Method: DFT, ωB97M-V with the def2-TZVPD basis set

Each line ends with the Löwdin charge.
Positions of all 11 atoms, in Å:
C  -2.86  -0.19  0.00  -0.57
C  -0.33  0.66  0.01  -0.43
C  2.90  -0.41  0.00  -0.32
H  -3.64  -0.99  0.01  0.09
H  -0.94  1.57  0.01  0.10
H  3.27  -1.45  0.03  0.14
N  0.94  0.79  -0.01  0.03
O  -3.15  0.98  0.00  -0.01
O  1.54  -0.47  0.00  -0.12
O  3.58  0.57  0.00  0.10
S  -1.20  -0.86  0.00  0.99

For the lowest unoccupied orbital energy, the calculation gives 0.11 eV. The value obtained for the maximum force is 0.87 eV/Å. The calculation puts the HOMO energy at -10.16 eV. As for the SMILES: O=CO/N=C\SC=O.

Molecular formula: C3H3NO4
Method: DFT, ωB97M-V with the def2-TZVPD basis set

Each line ends with the Löwdin charge.
Positions of all 11 atoms, in Å:
C  -1.85  -0.14  -0.09  -0.43
C  -0.40  -0.04  0.02  -0.24
C  1.78  -0.57  0.03  -0.10
H  -1.56  1.60  -0.08  0.09
H  2.21  -0.77  1.03  0.14
H  2.53  -0.94  -0.78  0.17
N  0.20  1.10  0.10  0.11
O  -2.39  1.09  -0.08  0.14
O  -2.50  -1.16  0.07  0.14
O  1.51  0.88  -0.08  -0.05
O  0.48  -1.05  -0.16  0.06

For the lowest unoccupied orbital energy, the calculation gives -0.25 eV. The value obtained for the maximum force is 4.24 eV/Å. The calculation puts the HOMO energy at -10.08 eV. As for the SMILES: O=C(O)C1=NOCO1.

Per-record relative energy (zero: lowest compared OMol25 entry of this formula, charge and spin), kJ/mol: 287.72 63.84 93.42 323.40 384.64 429.51 241.07 167.51 394.10 369.32 255.78 313.53
Per-record energy, eV: -19577.794 -30414.214 -30413.908 -10789.349 -10788.714 -10788.249 -10790.202 -10790.964 -10788.616 -21624.060 -21625.237 -12837.074
Per-record Kohn-Sham gap, eV: 9.3 8.6 9.3 7.7 9.9 9.7 10.6 10.5 8.8 9.9 10.3 9.8